{
  "formula": "C4H13N2O",
  "method": "ωB97M-V/def2-TZVPD",
  "multiplicity": 1,
  "mol_weight_g_mol": 105.16,
  "charge": 1,
  "species": ["C", "N", "C", "C", "N", "C", "O", "H", "H", "H", "H", "H", "H", "H", "H", "H", "H", "H", "H", "H"],
  "coordinates": [[-2.193, 1.053, -2.073], [-1.657, 0.439, -0.854], [-0.423, -0.284, -0.936], [0.546, 0.192, 0.143], [1.980, -0.398, -0.108], [0.181, -0.380, 1.506], [1.338, -0.472, 2.301], [-1.431, 1.728, -2.450], [-2.414, 0.347, -2.879], [-3.119, 1.554, -1.816], [-2.366, -0.159, -0.450], [-0.541, -1.370, -0.822], [0.064, -0.236, -1.920], [0.778, 1.251, 0.087], [2.040, -1.234, -0.693], [2.581, 0.260, -0.608], [2.291, -0.630, 0.844], [-0.604, 0.214, 1.992], [-0.410, -1.292, 1.334], [1.055, -0.510, 3.221]],
  "atomic_forces_ev_per_a": [[0.54, -0.42, -0.02], [-0.59, -0.26, 0.23], [0.64, -0.33, -0.64], [1.23, -0.84, -0.47], [-0.46, -0.12, -0.76], [-1.77, 0.80, 0.01], [-0.40, -0.26, 0.19], [-0.23, 0.43, -0.06], [0.01, -0.20, 0.07], [0.09, 0.35, -0.05], [-0.02, 0.11, 0.07], [-0.19, -0.02, 0.24], [-0.17, 0.57, -0.01], [-0.63, 0.21, 0.35], [-0.53, -0.22, 0.22], [0.01, 0.18, 0.57], [0.71, 0.16, -0.01], [0.44, 0.54, -0.19], [0.96, -0.60, 0.15], [0.37, -0.07, 0.10]],
  "mulliken_charge": [-0.938, -0.315, -1.104, 0.219, -0.349, -0.663, -0.581, 0.330, 0.325, 0.309, 0.264, 0.466, 0.471, 0.362, 0.329, 0.351, 0.377, 0.422, 0.350, 0.375]
}

---

{
  "formula": "C4H4NO4",
  "method": "ωB97M-V/def2-TZVPD",
  "multiplicity": 1,
  "mol_weight_g_mol": 130.08,
  "charge": -1,
  "species": ["C", "C", "C", "C", "N", "O", "O", "O", "O", "H", "H", "H", "H"],
  "coordinates": [[-1.923, 0.911, 2.038], [1.299, 0.451, -0.381], [-0.061, -1.344, -1.397], [0.168, -0.537, -0.183], [-1.224, -0.040, 1.964], [0.859, 1.748, -0.233], [-2.962, 1.585, 2.021], [2.540, 0.199, -0.441], [0.438, -1.923, -0.216], [-1.008, -1.703, -1.721], [0.747, -1.365, -2.159], [1.683, 2.312, 0.009], [-0.556, -0.293, 0.698]],
  "atomic_forces_ev_per_a": [[-3.72, -0.68, -0.42], [3.78, -0.32, 1.64], [1.06, -0.48, -0.41], [0.04, 0.68, -0.88], [0.78, 0.62, 1.55], [1.96, 0.16, 0.30], [1.99, 0.42, 0.31], [-3.95, 0.82, -0.17], [1.03, -0.29, 0.26], [-0.86, 0.00, -0.13], [-0.73, 0.41, 0.14], [-1.83, -1.53, -0.86], [0.44, 0.19, -1.33]],
  "mulliken_charge": [0.520, 0.334, -0.467, 0.597, -0.760, -0.438, -0.689, -0.636, -0.445, 0.259, 0.244, 0.339, 0.142]
}

---

{
  "formula": "C30H33N3O4",
  "method": "ωB97M-V/def2-TZVPD",
  "multiplicity": 1,
  "mol_weight_g_mol": 499.61,
  "species": ["C", "N", "C", "O", "C", "C", "C", "C", "C", "C", "C", "C", "N", "C", "C", "C", "C", "C", "C", "C", "C", "C", "C", "C", "C", "C", "C", "H", "H", "H", "H", "H", "H", "H", "H", "H", "H", "H", "H", "H", "H", "H", "H", "H", "H", "H", "H", "H", "H", "H", "H", "H", "H", "H", "H", "H", "O", "N", "O", "C", "C", "C", "C", "C", "O", "C", "H", "H", "H", "H"],
  "coordinates": [[2.823, -2.268, 0.223], [2.111, -1.777, 1.379], [2.812, -1.489, 2.526], [3.999, -1.737, 2.717], [1.869, -0.787, 3.474], [2.299, 0.659, 3.721], [2.466, 1.418, 2.425], [3.671, 1.332, 1.718], [3.823, 1.980, 0.493], [2.765, 2.729, -0.036], [1.572, 2.850, 0.685], [1.437, 2.224, 1.928], [0.581, -0.897, 2.778], [-0.475, -0.189, 3.209], [-1.626, 0.061, 2.463], [-2.861, 0.132, 3.093], [-4.104, -0.075, 2.394], [-5.272, -0.494, 3.092], [-6.459, -0.751, 2.417], [-6.522, -0.615, 1.020], [-5.378, -0.229, 0.307], [-4.186, 0.043, 0.978], [0.663, -1.624, 1.488], [-0.112, -3.001, 1.357], [0.456, -3.989, 2.375], [0.049, -3.519, -0.070], [-1.603, -2.832, 1.599], [3.837, -1.853, 0.239], [2.909, -3.365, 0.238], [2.315, -1.948, -0.694], [1.822, -1.363, 4.413], [1.569, 1.150, 4.375], [3.266, 0.602, 4.240], [4.491, 0.738, 2.134], [4.768, 1.889, -0.048], [2.876, 3.219, -1.004], [0.741, 3.435, 0.287], [0.521, 2.342, 2.513], [-0.400, 0.192, 4.232], [-1.531, 0.205, 1.379], [-2.889, 0.099, 4.178], [-5.203, -0.635, 4.172], [-7.342, -1.068, 2.975], [-7.456, -0.817, 0.492], [-5.414, -0.140, -0.781], [-3.301, 0.346, 0.414], [0.311, -0.959, 0.674], [0.331, -3.617, 3.398], [-0.087, -4.940, 2.292], [1.519, -4.191, 2.190], [-0.176, -2.728, -0.799], [1.051, -3.913, -0.265], [-0.656, -4.344, -0.246], [-2.039, -2.093, 0.915], [-2.109, -3.791, 1.407], [-1.826, -2.553, 2.633], [-3.707, 6.377, 7.216], [-4.566, 5.524, 7.514], [-5.548, 5.768, 8.250], [-4.448, 4.183, 6.998], [-5.459, 3.275, 7.359], [-5.371, 1.956, 6.898], [-4.315, 1.550, 6.104], [-3.305, 2.484, 5.591], [-2.493, 2.146, 4.689], [-3.386, 3.817, 6.178], [-6.276, 3.613, 7.992], [-6.152, 1.247, 7.178], [-4.232, 0.515, 5.781], [-2.636, 4.559, 5.927]],
  "atomic_forces_ev_per_a": [[0.20, -0.19, -0.24], [0.36, 0.19, 0.79], [0.75, -0.66, -0.61], [-1.43, 0.48, -0.17], [-0.11, -0.72, 0.52], [0.37, 0.07, -0.06], [0.11, 0.45, 0.00], [-0.01, -0.05, -0.11], [-0.23, 0.03, 0.05], [-0.03, -0.15, 0.17], [0.14, -0.03, 0.02], [0.02, -0.26, -0.21], [-1.39, 0.82, 0.28], [0.87, -0.70, -0.26], [-0.80, 0.80, -0.15], [1.08, -0.65, 0.06], [-1.24, 0.07, -0.97], [0.78, 0.26, -0.15], [0.00, -0.01, -0.40], [0.34, 0.05, 0.39], [0.12, 0.05, 0.18], [-0.27, -0.14, 0.51], [0.28, 0.21, -0.80], [0.38, 0.46, 0.61], [0.01, -0.24, -0.13], [0.13, -0.22, -0.28], [-0.41, -0.07, 0.08], [-0.27, -0.04, 0.07], [0.05, 0.33, -0.09], [0.10, -0.09, 0.20], [0.07, 0.27, -0.16], [0.20, -0.04, -0.03], [-0.30, 0.06, 0.01], [-0.26, 0.21, -0.18], [-0.30, 0.09, 0.14], [-0.05, -0.12, 0.30], [0.30, -0.10, 0.12], [0.21, 0.04, -0.22], [-0.17, -0.18, -0.12], [-0.07, -0.66, 0.48], [0.10, -0.02, -0.24], [-0.13, 0.15, -0.32], [0.30, 0.11, -0.18], [0.31, 0.06, 0.17], [-0.02, 0.00, 0.35], [-0.38, -0.06, 0.11], [0.06, -0.16, 0.29], [0.05, -0.07, -0.12], [0.15, 0.20, 0.08], [-0.18, 0.03, 0.11], [0.06, -0.20, 0.07], [-0.30, 0.12, -0.03], [0.14, 0.25, 0.09], [-0.01, -0.12, 0.20], [0.18, 0.24, 0.04], [-0.01, 0.02, -0.20], [-1.35, -1.44, 0.45], [-0.33, 2.14, 0.96], [1.78, -0.10, -1.23], [-0.22, -1.87, -0.34], [-0.05, 0.08, -0.01], [0.14, 0.50, 0.24], [0.76, 0.83, -0.49], [-1.92, 0.33, 1.46], [0.99, -0.20, -0.42], [0.05, -0.36, -0.41], [0.24, -0.17, -0.23], [0.24, 0.14, -0.01], [-0.09, 0.09, 0.06], [-0.07, -0.13, -0.07]],
  "mulliken_charge": [-1.234, 0.628, -0.020, -0.676, 0.167, -1.626, 0.283, -0.177, -0.692, -0.466, -0.868, -0.037, 0.658, -1.103, -0.016, -0.572, 1.288, -0.361, -0.753, -0.347, -0.775, -0.095, -1.374, 2.139, -1.764, -1.757, -1.981, 0.348, 0.375, 0.399, 0.402, 0.632, 0.615, 0.428, 0.402, 0.386, 0.433, 0.604, 0.697, 0.465, 0.160, 0.286, 0.373, 0.383, 0.368, 0.391, 0.704, 0.318, 0.470, 0.312, 0.360, 0.369, 0.446, 0.363, 0.591, 0.333, -0.603, 0.956, -0.604, 0.103, -0.483, -0.635, -0.444, 0.401, -0.593, -0.626, 0.418, 0.348, 0.457, 0.422]
}

---

{
  "formula": "C23H28N2O5",
  "method": "ωB97M-V/def2-TZVPD",
  "multiplicity": 1,
  "mol_weight_g_mol": 412.49,
  "species": ["C", "O", "C", "C", "C", "N", "C", "C", "C", "C", "C", "O", "C", "O", "C", "O", "C", "C", "C", "C", "N", "C", "C", "C", "C", "O", "C", "C", "C", "C", "H", "H", "H", "H", "H", "H", "H", "H", "H", "H", "H", "H", "H", "H", "H", "H", "H", "H", "H", "H", "H", "H", "H", "H", "H", "H", "H", "H"],
  "coordinates": [[-0.402, -1.948, 1.296], [-0.973, -3.205, 1.008], [-2.376, -3.217, 0.899], [-2.882, -2.768, -0.489], [-4.273, -3.326, -0.801], [-2.825, -1.331, -0.679], [-2.074, -0.742, -1.678], [-1.258, -1.508, -2.661], [-2.207, 0.609, -1.578], [-3.089, 0.873, -0.495], [-3.485, 2.168, 0.019], [-4.520, 2.402, 0.609], [-2.496, 3.316, -0.235], [-1.143, 2.900, -0.338], [-0.676, 2.164, 0.683], [-1.312, 1.934, 1.685], [0.689, 1.655, 0.435], [1.350, 0.983, 1.462], [2.608, 0.458, 1.269], [3.240, 0.586, 0.030], [4.517, 0.068, -0.182], [5.348, 0.517, -1.287], [6.749, 0.040, -0.905], [6.466, -1.213, -0.087], [5.099, -0.952, 0.525], [4.612, -1.557, 1.447], [2.578, 1.262, -0.999], [1.320, 1.789, -0.798], [-3.462, -0.359, 0.029], [-4.319, -0.554, 1.228], [-0.476, -1.252, 0.456], [-0.875, -1.489, 2.171], [0.649, -2.134, 1.510], [-2.664, -4.263, 1.039], [-2.827, -2.617, 1.695], [-2.182, -3.199, -1.211], [-4.981, -3.124, -0.003], [-4.214, -4.403, -0.936], [-4.652, -2.881, -1.718], [-1.875, -2.178, -3.261], [-0.772, -0.804, -3.330], [-0.484, -2.097, -2.167], [-1.758, 1.335, -2.226], [-2.613, 4.038, 0.580], [-2.729, 3.800, -1.187], [0.856, 0.888, 2.417], [3.106, -0.061, 2.070], [5.020, 0.050, -2.225], [5.288, 1.602, -1.390], [7.243, 0.789, -0.285], [7.370, -0.149, -1.779], [6.387, -2.101, -0.718], [7.201, -1.415, 0.689], [3.040, 1.368, -1.969], [0.816, 2.305, -1.600], [-4.890, -1.477, 1.193], [-3.709, -0.547, 2.133], [-5.005, 0.286, 1.295]],
  "atomic_forces_ev_per_a": [[0.12, 0.14, -0.02], [-0.07, -0.18, -0.08], [0.05, -0.06, -0.32], [-0.13, -0.57, 0.33], [0.23, 0.08, 0.02], [0.15, 0.27, -0.20], [0.27, 0.25, -0.31], [-0.09, -0.06, 0.11], [-0.08, -0.20, 0.05], [-0.23, -0.88, -0.10], [0.10, 0.27, 0.02], [0.08, 0.15, -0.04], [-0.45, 0.25, 0.36], [0.24, 0.08, -0.15], [-0.04, -0.09, 0.33], [0.05, 0.17, -0.13], [0.23, -0.11, -0.10], [-0.17, 0.20, -0.22], [0.10, -0.08, 0.11], [-0.46, 0.08, 0.10], [0.09, 0.30, -0.15], [0.15, 0.10, -0.27], [-0.06, -0.08, -0.03], [0.09, 0.06, 0.04], [0.38, -0.32, 0.08], [-0.10, -0.15, 0.21], [0.22, -0.12, 0.00], [-0.17, 0.04, 0.22], [-0.12, 0.71, 0.10], [-0.05, -0.05, 0.09], [0.01, 0.03, 0.01], [-0.02, 0.03, 0.03], [0.01, 0.09, 0.02], [-0.09, 0.11, -0.01], [-0.05, -0.04, -0.01], [-0.08, 0.10, 0.14], [-0.10, 0.00, 0.06], [-0.02, -0.12, 0.01], [-0.05, 0.01, -0.06], [0.05, -0.08, -0.08], [0.02, 0.02, -0.04], [0.06, -0.07, -0.04], [0.16, 0.08, -0.16], [-0.03, -0.13, -0.15], [0.03, -0.05, 0.09], [-0.04, -0.03, 0.10], [0.02, -0.01, 0.01], [0.00, 0.11, 0.01], [-0.04, -0.08, -0.04], [-0.02, 0.02, -0.02], [0.01, 0.06, 0.00], [-0.02, -0.03, 0.01], [-0.08, -0.05, 0.02], [0.07, 0.00, -0.08], [-0.03, 0.03, -0.08], [-0.03, -0.06, 0.06], [-0.01, -0.06, 0.10], [-0.01, -0.08, 0.02]],
  "mulliken_charge": [-0.316, -0.474, -0.739, 0.041, -1.612, 0.632, 0.660, -2.055, -0.592, 0.619, 0.788, -0.647, -0.753, -0.331, 0.678, -0.679, 0.116, -0.889, -0.460, 0.875, 0.158, -0.743, -0.725, -0.678, 0.499, -0.639, -0.660, -0.584, 0.504, -1.924, -0.026, 0.252, 0.295, 0.445, 0.287, 0.288, 0.304, 0.478, 0.395, 0.328, 0.429, 0.381, 0.521, 0.333, 0.340, 0.463, 0.446, 0.313, 0.466, 0.302, 0.356, 0.258, 0.360, 0.393, 0.471, 0.237, 0.266, 0.549]
}

---

Per-record highest occupied orbital energy, Ha: -0.471, -0.157, -0.235, -0.291
Per-record Kohn-Sham gap, eV: 9.5, 7.7, 4.5, 8.4
Per-record energy above the lowest of the compared OMol25 structures with the same formula, charge and spin, kcal per mole: 51.3, 52.0, 14.9, 35.0